C34H25N6O7SW | ωB97M-V/def2-TZVPD

Values from the calculation:
HOMO, hartree: -0.38693
LUMO level, eV: -4.75
Net charge: +1
DFT total energy, Ha: -2631.0309

The geometry in XYZ format:
```
74
Properties=species:S:1:pos:R:3:mulliken_charge:R:1
W -0.524 -0.635 0.466 1.823
N 2.506 -0.969 -2.658 0.154
C 2.017 -0.775 -1.449 -0.345
N 0.814 -0.287 -1.251 -0.487
C 0.029 0.095 -2.340 0.158
N -1.088 0.672 -2.066 -1.290
N -1.195 0.801 -0.694 0.514
C -2.533 1.105 -0.172 -0.357
C -2.267 1.753 1.149 0.670
C -2.933 2.792 1.753 -1.091
C -2.580 3.111 3.058 -0.121
C -1.578 2.398 3.695 -0.978
C -0.938 1.382 3.008 0.012
N -1.286 1.074 1.760 -0.034
C 0.463 -0.232 -3.687 1.071
C -0.334 -0.062 -4.818 -0.272
C 0.155 -0.421 -6.056 -0.835
C 1.442 -0.949 -6.181 -0.552
C 2.242 -1.133 -5.070 -0.978
C 1.738 -0.774 -3.827 0.354
H 3.449 -1.319 -2.743 0.308
H 2.633 -1.022 -0.595 0.536
H -3.188 1.631 -0.860 0.582
H -3.711 3.325 1.226 0.484
H -3.087 3.915 3.575 0.434
H -1.286 2.619 4.711 0.447
H -0.138 0.815 3.456 0.493
H -1.328 0.347 -4.703 0.526
H -0.462 -0.299 -6.934 0.452
H 1.818 -1.224 -7.157 0.446
H 3.238 -1.548 -5.164 0.421
O 2.612 -2.626 5.312 -0.477
C 1.983 -2.207 4.395 0.448
C 0.526 -2.600 4.013 -0.027
O -0.160 -3.426 4.539 -0.520
C 0.241 -1.753 2.841 1.268
C 1.269 -0.936 2.519 0.721
O 1.092 -0.100 1.487 -1.054
C 2.450 -1.131 3.373 -0.108
O 3.535 -0.631 3.282 -0.545
O -0.875 -1.683 2.099 -0.826
C -5.252 -2.981 -6.282 -1.603
C -3.800 -3.223 -5.977 1.206
C -2.887 -3.359 -7.015 -0.965
C -1.540 -3.578 -6.759 -1.184
C -1.094 -3.648 -5.454 0.028
C -2.005 -3.534 -4.408 -0.509
N -1.531 -3.543 -3.064 -0.090
C -0.629 -4.419 -2.549 0.552
C -0.366 -5.651 -3.189 -0.611
C 0.553 -6.529 -2.678 -0.591
C 1.284 -6.250 -1.509 -0.924
C 1.048 -5.071 -0.865 -0.740
C 0.094 -4.149 -1.356 0.603
C -0.052 -2.924 -0.641 1.252
O 0.752 -2.466 0.231 -0.767
O -1.033 -2.089 -0.864 -0.658
C -3.362 -3.326 -4.647 0.733
C -4.343 -3.198 -3.514 -1.770
H -5.409 -2.867 -7.353 0.404
H -5.623 -2.081 -5.788 0.322
H -5.875 -3.811 -5.941 0.351
H -3.238 -3.293 -8.037 0.391
H -0.840 -3.680 -7.579 0.437
H -0.042 -3.784 -5.237 0.647
H -1.817 -2.775 -2.479 0.267
H -0.921 -5.905 -4.080 0.525
H 0.706 -7.471 -3.189 0.414
H 1.999 -6.963 -1.123 0.446
H 1.571 -4.824 0.050 0.482
H -3.950 -3.618 -2.590 0.403
H -5.273 -3.716 -3.742 0.491
H -4.601 -2.153 -3.322 0.322
S -3.052 -0.587 0.302 -0.287
```